The following is a DFT calculation (ωB97M-V/def2-TZVPD) of an isolated molecule of C6H15N at a distorted geometry.

## Properties
Relative energy (zero: lowest compared OMol25 entry of this formula, charge and spin) in kJ/mol: 190.56
E_LUMO in eV: 0.87
E_HOMO in eV: -7.9647
SMILES string: CC(C)(C)CCN
Kohn-Sham gap in eV: 8.84
Spin multiplicity: 1

```
22
Properties=species:S:1:pos:R:3:mulliken_charge:R:1
N -1.4958 -2.3031 -0.5716 -0.53
C -0.5920 -0.1253 0.9084 -1.00
C 1.4280 1.2935 1.3561 -1.32
C -1.8221 -0.9755 -0.1583 -0.75
C -0.0976 1.5399 -0.9179 -1.70
C 0.3968 0.4551 0.0191 1.60
C 1.3289 -0.5188 -0.6760 -1.72
H 2.1465 1.8973 0.8066 0.38
H 2.2432 -0.0039 -0.9705 0.42
H -2.6914 -1.0041 0.5004 0.33
H -0.8315 2.1787 -0.4302 0.35
H -2.0803 -0.3659 -1.0217 0.35
H -0.2067 -0.9228 1.5402 0.38
H -1.1712 0.6094 1.4610 0.44
H 0.8793 -0.9224 -1.5837 0.33
H 0.7417 2.1538 -1.2445 0.42
H -0.5470 1.1145 -1.8155 0.40
H 1.9396 0.5227 1.9276 0.37
H 1.5976 -1.3469 -0.0224 0.35
H -1.1973 -2.8852 0.2016 0.26
H 0.8286 1.9377 1.9944 0.38
H -0.7973 -2.3288 -1.3031 0.25
```